Computed, not measured: C6H8OS in the gas phase, with the ωB97M-V functional and the def2-TZVPD basis.

Last columns: bonded neighbours and bond lengths (Å).
CARTESIAN COORDINATES (ANGSTROEM)
1 C -1.695 -0.237 0.191  C3 1.548, O11 1.344, S13 1.657
2 H 1.709 -0.828 0.802  C10 1.093
3 C -0.282 0.112 0.719  C1 1.548, C10 1.542, C12 1.511, H16 1.101
4 C 1.084 1.905 -0.357  H9 1.107, C12 1.328, H14 1.083
5 H 1.599 -2.220 -1.160  C7 1.120
6 H -0.652 2.295 0.795  C12 1.099
7 C 0.749 -1.529 -0.925  H5 1.120, C10 1.307, H15 1.079
8 H -1.201 -1.987 0.613  O11 0.970
9 H 1.719 1.143 -0.849  C4 1.107
10 C 0.804 -0.847 0.189  H2 1.093, C3 1.542, C7 1.307
11 O -2.012 -1.535 0.333  C1 1.344, H8 0.970
12 C 0.050 1.550 0.396  C3 1.511, C4 1.328, H6 1.099
13 S -2.822 0.785 -0.465  C1 1.657
14 H 1.367 2.932 -0.555  C4 1.083
15 H -0.135 -1.537 -1.542  C7 1.079
16 H -0.283 0.000 1.815  C3 1.101

SMILES: C=CC(C=C)C(O)=S

Computed, not measured: C22H25N5OS in the gas phase, with the ωB97M-V functional and the def2-TZVPD basis.

Last columns: bonded neighbours and bond lengths (Å).
CARTESIAN COORDINATES (ANGSTROEM)
1 N 3.146 -0.263 -0.421  C6 1.449, C7 1.451, C31 1.450
2 H -2.506 -4.140 -0.041  C19 1.090
3 N 0.701 1.863 -0.100  C5 1.362, C16 1.398, H38 1.009
4 H 3.563 1.612 -2.761  C43 1.092
5 C 1.986 2.013 0.324  N3 1.362, C47 1.536, O54 1.211
6 C 3.074 -1.657 -0.033  N1 1.449, H9 1.107, H23 1.094, C39 1.499
7 C 4.479 0.302 -0.323  N1 1.451, H22 1.105, C36 1.539, H44 1.091
8 C -1.645 1.465 -0.038  C16 1.390, H45 1.080, C51 1.390
9 H 3.579 -2.318 -0.765  C6 1.107
10 H 5.159 2.277 -0.927  C36 1.090
11 C 0.791 -1.478 1.042  N12 1.319, C39 1.395, H49 1.082
12 N -0.458 -1.864 1.211  C11 1.319, C28 1.329
13 H 1.654 -3.672 -1.347  C17 1.085
14 C -4.060 1.060 -0.140  N21 1.366, C40 1.370, C51 1.458
15 C -0.472 1.673 2.048  C16 1.392, H18 1.077, C48 1.383
16 C -0.457 1.665 0.657  N3 1.398, C8 1.390, C15 1.392
17 C 1.084 -3.129 -0.602  H13 1.085, C39 1.389, N53 1.322
18 H 0.444 1.831 2.592  C15 1.077
19 C -2.301 -3.347 0.677  H2 1.090, C28 1.497, C29 1.526, H52 1.093
20 H 4.499 2.207 0.714  C36 1.089
21 N -3.984 0.999 -1.503  C14 1.366, C26 1.276
22 H 5.112 -0.036 -1.163  C7 1.105
23 H 3.585 -1.761 0.929  C6 1.094
24 H -4.309 -2.553 0.716  C29 1.087
25 H 1.536 -0.337 -1.710  C31 1.094
26 C -5.121 0.790 -2.044  N21 1.276, H27 1.072, S50 1.738
27 H -5.279 0.708 -3.100  C26 1.072
28 C -0.894 -2.879 0.471  N12 1.329, C19 1.497, N53 1.326
29 C -3.297 -2.201 0.529  C19 1.526, H24 1.087, H30 1.086, H34 1.088
30 H -3.055 -1.413 1.237  C29 1.086
31 C 2.586 -0.030 -1.737  N1 1.450, H25 1.094, H41 1.107, C43 1.535
32 H -5.674 0.889 1.356  C40 1.070
33 H 2.986 3.326 -1.021  C47 1.096
34 H -3.252 -1.786 -0.475  C29 1.088
35 H -3.768 1.134 2.575  C46 1.079
36 C 4.380 1.837 -0.304  C7 1.539, H10 1.090, H20 1.089, C47 1.531
37 H 1.830 1.813 -2.620  C43 1.092
38 H 0.538 1.864 -1.096  N3 1.009
39 C 1.649 -2.094 0.132  C6 1.499, C11 1.395, C17 1.389
40 C -5.330 0.887 0.342  C14 1.370, H32 1.070, S50 1.715
41 H 3.092 -0.646 -2.505  C31 1.107
42 H -1.671 1.482 3.798  C48 1.080
43 C 2.715 1.459 -2.089  H4 1.092, C31 1.535, H37 1.092, C47 1.530
44 H 4.938 -0.052 0.601  C7 1.091
45 H -1.654 1.451 -1.118  C8 1.080
46 C -2.848 1.284 2.031  H35 1.079, C48 1.381, C51 1.395
47 C 2.995 2.250 -0.810  C5 1.536, H33 1.096, C36 1.531, C43 1.530
48 C -1.666 1.479 2.718  C15 1.383, H42 1.080, C46 1.381
49 H 1.127 -0.650 1.652  C11 1.082
50 S -6.450 0.640 -0.934  C26 1.738, C40 1.715
51 C -2.846 1.276 0.637  C8 1.390, C14 1.458, C46 1.395
52 H -2.377 -3.758 1.687  C19 1.093
53 N -0.168 -3.518 -0.437  C17 1.322, C28 1.326
54 O 2.314 2.043 1.489  C5 1.211

SMILES: CCc1ncc(CN2CCC(C(=O)Nc3cccc(-c4cscn4)c3)CC2)cn1

Computed, not measured: C3H3N3O in the gas phase, with the ωB97M-V functional and the def2-TZVPD basis.

Last columns: bonded neighbours and bond lengths (Å).
CARTESIAN COORDINATES (ANGSTROEM)
1 N -0.421 0.183 -0.641  C8 1.199, C10 1.448
2 N 1.264 1.171 1.143  C6 1.307, O9 1.379
3 N -0.428 1.375 2.915  C6 1.154
4 H 0.782 -1.523 -0.567  C10 1.092
5 H -0.740 2.329 -0.756  C8 1.057
6 C 0.376 1.215 2.102  N2 1.307, N3 1.154
7 H -0.204 -1.155 0.898  C10 1.104
8 C -0.378 1.372 -0.492  N1 1.199, H5 1.057
9 O 1.542 -0.049 0.564  N2 1.379, C10 1.391
10 C 0.424 -0.732 0.095  N1 1.448, H4 1.092, H7 1.104, O9 1.391

Computed, not measured: C8H12 in the gas phase, with the ωB97M-V functional and the def2-TZVPD basis.

Last columns: bonded neighbours and bond lengths (Å).
CARTESIAN COORDINATES (ANGSTROEM)
1 H -1.447 -1.265 -1.248  C19 1.101
2 H -0.929 1.664 -1.724  C3 1.082
3 C -0.120 1.165 -2.243  H2 1.082, H7 1.102, H14 1.090, C17 1.471
4 H 2.746 0.575 -2.313  C10 1.082
5 C -1.039 0.016 2.080  H9 1.077, C12 1.483, C13 1.330
6 C 0.017 -0.118 -0.160  C12 1.330, C17 1.493, C19 1.509
7 H 0.436 1.945 -2.789  C3 1.102
8 H -1.246 -0.833 4.090  C13 1.084
9 H -2.040 0.405 2.005  C5 1.077
10 C 2.012 0.099 -1.675  H4 1.082, C17 1.329, H18 1.114
11 H -0.001 -2.201 -0.804  C19 1.080
12 C -0.132 0.497 1.010  C5 1.483, C6 1.330, H15 1.072
13 C -0.668 -0.582 3.209  C5 1.330, H8 1.084, H20 1.100
14 H -0.486 0.601 -3.101  C3 1.090
15 H 0.340 1.426 1.258  C12 1.072
16 H -1.170 -1.830 0.419  C19 1.105
17 C 0.758 0.393 -1.351  C3 1.471, C6 1.493, C10 1.329
18 H 2.694 -0.387 -0.940  C10 1.114
19 C -0.674 -1.421 -0.480  H1 1.101, C6 1.509, H11 1.080, H16 1.105
20 H 0.393 -0.854 3.311  C13 1.100

SMILES: C=C/C=C(\C)C(=C)C

Quick rundown of ΔE to the lowest compared entry with this formula, charge and spin, same order as above: 39.1 0.0 129.3 34.2 kcal/mol